[1]
Below is a cluster of 12 separate species, C36H84N12O12 in total at a distorted geometry, with properties calculated with the ωB97M-V functional and the def2-TZVPD basis.

Properties
- F_max: 3.65 eV/A
- Charge: 0
- SMILES: CN(C)C=O.CN(C)C=O.CN(C)C=O.CN(C)C=O.CN(C)C=O.CN(C)C=O.CN(C)C=O.CN(C)C=O.CN(C)C=O.CN(C)C=O.CN(C)C=O.CN(C)C=O
- Highest occupied orbital energy: -8.88 eV
- Spin multiplicity: 1

Structure (XYZ):
```
144
C36H84N12O12, DFT the ωB97M-V functional and the def2-TZVPD basis
H -3.07 -6.41 1.61
O 2.37 -6.26 -1.10
H 1.91 3.75 -0.48
C 1.65 -5.21 -4.13
H -4.90 0.03 1.02
C 2.32 3.73 -5.91
H -3.82 -0.79 2.18
H -1.00 3.77 -6.10
N -4.23 1.19 2.63
H 1.56 -5.10 1.90
C -0.42 3.20 5.00
C 4.10 2.47 -0.53
H 3.23 -0.53 2.95
H -1.67 1.93 -2.78
H -0.63 4.02 5.70
H -2.73 -1.21 5.07
C -0.34 -3.96 -4.59
H 4.45 1.54 3.87
H -4.85 -5.96 1.22
H 1.99 -3.38 1.30
H 2.86 0.18 1.34
N -1.85 4.64 -0.56
C -2.13 -4.92 -0.70
C 4.11 3.06 -2.94
O 1.32 2.36 1.39
H -1.34 5.13 -2.49
C -2.32 -1.00 -3.07
H -0.55 3.61 4.03
C 0.78 5.60 -5.75
H -2.06 -2.50 6.18
H -2.33 1.26 -4.28
H 5.11 2.90 -0.32
H 1.72 6.12 -5.65
H -0.28 1.48 2.10
O -4.53 1.21 -1.35
H -0.16 -2.69 2.87
H -4.40 3.24 2.66
H -5.48 -4.38 -0.04
H 1.63 3.93 6.33
H 0.07 2.35 -6.41
N 4.81 0.66 2.03
H -2.81 5.89 -1.90
H 0.84 1.56 -1.52
N -1.67 -2.72 4.10
H 1.01 -6.09 -4.34
H -0.12 4.41 0.57
H -1.18 -4.53 -4.27
N 3.23 -4.96 0.54
H 0.68 -0.29 -1.50
H 4.40 -6.05 -0.81
H -3.88 -7.11 0.18
N 1.05 4.20 -5.98
H 3.64 2.41 2.62
H 3.04 4.52 -5.99
N 0.74 2.44 5.31
C 4.57 1.90 2.85
H -5.58 -0.51 2.52
H 0.07 5.50 -0.85
H -0.25 2.98 -4.74
C -2.29 -3.62 3.23
O -1.83 -3.89 2.10
C 0.86 1.08 4.81
C -4.68 -0.08 2.08
O 0.40 -2.44 -2.22
H -1.30 2.49 4.94
C -4.95 2.41 2.27
N -3.49 -5.06 -0.06
H -3.00 2.99 -0.71
C -0.60 5.16 -0.08
C -2.21 4.96 -1.87
C -0.47 -2.06 3.73
H -0.64 -1.04 3.29
H 2.40 -5.46 -3.35
H -5.98 2.31 2.67
H 4.22 1.40 -0.67
H 4.33 -3.90 2.00
N -2.89 0.24 -2.61
H 1.12 0.31 5.50
C -3.09 1.29 3.28
N 0.89 -4.06 -3.75
H 2.12 -3.49 -2.14
C 4.38 -4.82 1.40
C 6.04 0.25 1.69
H 0.31 -2.05 4.51
H -3.36 2.16 -3.18
H 0.12 5.60 -4.87
C 1.84 2.95 5.87
H 5.45 2.59 2.76
H 1.57 0.99 3.97
H -3.41 -2.73 5.17
H -4.87 2.45 1.20
H -1.41 -5.56 -0.15
H -2.80 -1.39 -3.99
O -1.92 3.10 1.06
C 1.13 -3.31 -2.64
H -0.72 -2.95 -4.77
H 6.86 0.94 1.93
C 0.94 0.63 -0.94
H 4.48 -5.60 2.26
H -2.82 4.35 -2.41
C -3.81 -6.18 0.79
C -2.53 1.47 -3.24
H 0.29 6.02 -6.62
C 2.31 3.82 -1.57
H 3.55 2.63 0.37
C -1.07 -0.12 0.44
C -0.09 3.32 -5.78
O 6.27 -0.83 1.13
H -2.07 -5.24 -1.78
H 5.27 -4.88 0.80
C -3.83 0.23 -1.67
O 2.92 2.37 6.05
N 0.20 0.67 0.34
H 1.97 0.52 -0.61
H -4.03 -0.80 -1.22
H -1.60 0.00 1.35
N 3.45 3.06 -1.68
C 1.90 -4.47 1.03
H -1.72 0.16 -0.42
O -4.18 -3.02 -0.78
O 1.78 4.28 -2.56
H -0.02 -4.34 -5.53
H 3.69 2.25 -3.56
C -4.39 -4.12 -0.29
C 3.34 -5.79 -0.51
H -2.77 2.35 3.49
O 2.56 2.56 -6.01
H 3.96 -1.13 1.58
H -3.14 -4.18 3.64
C 0.44 1.55 1.36
H -0.82 6.00 0.64
H 4.03 4.06 -3.45
H -0.80 -1.16 0.36
H -0.09 0.78 4.47
O -2.35 0.38 3.59
C 3.63 -0.22 1.99
H 2.16 -4.91 -5.02
H -1.26 -0.84 -3.28
H -1.82 -3.83 -0.63
C -2.47 -2.22 5.18
H -2.26 -1.76 -2.29
C -2.35 3.53 0.00
H 5.17 2.86 -2.70
H 1.14 -4.60 0.24
```

[2]
Below is a cluster of 6 separate species, C36H86N2 in total at a distorted geometry, with properties calculated with the ωB97M-V functional and the def2-TZVPD basis.

Properties
- F_max: 15.34 eV/A
- Charge: 0
- SMILES: CCN(CC)CC.CCN(CC)CC.CCCCCC.CCCCCC.CCCCCC.CCCCCC
- Highest occupied orbital energy: -7.99 eV
- Spin multiplicity: 1

Structure (XYZ):
```
124
C36H86N2, DFT the ωB97M-V functional and the def2-TZVPD basis
H 3.11 -1.60 1.01
C 3.09 -0.40 -5.61
C 2.12 1.16 2.00
H 0.76 -5.40 1.54
C 3.08 0.54 4.08
H 1.30 1.78 0.30
H -4.11 -1.15 3.94
H -3.82 3.81 -0.42
C -1.09 -0.33 5.70
H -1.07 2.18 8.00
H 0.47 -3.60 0.92
H 4.57 0.34 0.88
C 6.29 -0.44 -6.19
H -4.75 1.24 0.86
H 3.73 2.27 4.93
H -0.95 -1.22 -2.21
N 3.35 0.77 2.70
H 2.37 -0.20 4.27
H -0.89 0.23 4.83
C -1.90 0.51 -1.33
H 2.39 2.79 4.52
H 2.91 -5.52 -0.07
C 5.04 -0.18 -7.11
H -1.40 -4.17 -4.96
H -0.53 -2.91 -4.15
H -3.90 0.37 4.92
H -4.41 -1.22 -1.01
C 3.79 -0.90 -6.87
H -6.07 3.77 -1.88
C -1.13 4.16 -0.31
C 4.30 -0.19 1.97
H -0.83 0.73 -1.06
C -4.21 -0.07 -0.56
H 1.08 -0.12 7.89
H -1.54 3.56 0.33
C 0.35 -5.37 -0.58
H -2.62 1.35 -1.60
H -4.56 0.67 -1.18
H 2.98 -1.69 2.74
H 1.47 1.85 2.60
C -2.25 -1.14 5.13
C -0.93 -4.56 -2.80
H 3.07 -0.80 -7.62
C -0.57 1.48 7.45
C -5.71 4.65 -2.48
H -0.53 -0.86 -5.94
H -2.78 -0.91 -2.82
H -0.11 -0.86 0.46
H 0.76 4.10 0.74
H -1.62 -1.72 4.47
H 6.07 -0.34 -5.20
H 4.34 -2.50 1.93
H -1.82 -4.12 -2.62
H -4.94 -0.33 1.51
H -1.20 0.16 -3.25
H 2.93 0.64 -5.74
H 1.86 -2.08 -5.48
H 3.02 -4.59 1.33
H 0.65 -1.05 -7.42
H 5.24 -0.46 2.38
H 1.06 1.47 8.78
H 2.62 1.77 5.93
C -4.50 5.37 -1.86
H 1.20 -4.23 -2.13
C -1.73 -0.51 -2.56
C -5.03 0.29 0.70
H 0.59 0.35 -6.26
C 0.05 4.86 0.22
H -5.00 6.02 -1.14
H -1.98 5.65 -1.61
H -0.30 5.50 1.13
H -2.84 -0.07 3.59
C -2.21 5.10 -0.73
C -1.66 0.54 6.75
H -2.44 5.94 0.04
H 3.63 -0.44 -4.47
H -2.60 1.09 6.47
H -6.46 5.45 -2.65
H 7.15 0.26 -6.40
H -1.94 0.05 7.65
H -6.15 0.36 0.31
C 0.59 -0.62 -6.34
H -3.07 3.77 -2.05
H 0.31 -4.25 -4.18
H 2.85 2.73 0.43
C 0.44 0.77 8.34
H -0.60 -1.96 1.84
C -3.40 -0.50 4.39
C -2.31 -1.30 0.35
H 5.43 -0.42 -7.99
H -1.16 -5.71 -2.78
C 2.37 1.75 0.61
C 2.39 -4.53 0.50
N -2.76 -0.01 -0.18
H -0.06 2.16 6.71
H 1.36 -0.74 -4.34
H 0.05 -3.34 -1.18
C 0.26 -4.25 -1.71
H 3.78 0.03 4.46
H 4.59 0.80 -7.25
H 2.59 1.14 0.04
H 0.10 0.04 9.19
C 3.58 -1.59 1.87
C -0.63 -3.86 -4.16
H 2.71 -3.68 -0.13
H -0.19 -0.86 5.93
H 3.97 -1.97 -6.93
H -2.63 -1.80 5.87
H 0.99 -6.28 -1.03
H -3.93 6.18 -2.42
H -0.92 -0.26 1.81
H -2.99 -1.68 1.17
H 0.69 5.41 -0.62
H -0.72 -5.85 -0.40
C 2.89 1.90 4.82
H -5.30 4.20 -3.44
C 1.71 -1.07 -5.40
H 6.54 -1.57 -6.27
C -3.43 4.39 -1.27
H -0.81 3.54 -1.16
H -2.39 -2.08 -0.33
H 1.41 0.29 1.88
C 0.92 -4.71 0.68
C -0.94 -1.15 1.09
```

[3]
Below is a cluster of 5 separate species, C36H87FN6O8P3S in total at a distorted geometry, with properties calculated with the ωB97M-V functional and the def2-TZVPD basis.

Properties
- F_max: 5.49 eV/A
- Charge: +1
- Highest occupied orbital energy: -10.22 eV
- Spin multiplicity: 1

Structure (XYZ):
```
142
C36H87FN6O8P3S, DFT the ωB97M-V functional and the def2-TZVPD basis
H 3.39 -4.96 -0.52
H 10.07 5.09 1.56
C -7.48 -0.82 0.53
H 8.47 5.63 4.20
H 11.66 4.74 2.24
N -1.08 -8.84 -2.56
H 10.47 1.99 4.32
C 4.68 1.69 1.85
H 10.41 5.44 3.26
C -1.02 -0.28 -1.18
H 1.43 -10.42 -0.82
C 4.79 1.95 3.35
H -4.92 5.04 -2.92
C -1.84 4.43 -1.86
H -2.38 6.25 -3.48
H -3.96 6.84 -3.03
H -1.10 -2.48 -0.92
H 0.88 -0.69 1.43
H -1.10 5.05 -2.37
O 2.33 2.32 1.32
O -6.24 1.97 3.54
H 2.90 -5.01 -3.95
H -0.14 -1.98 -2.28
H -5.90 -0.15 -0.71
H -3.98 -0.07 0.33
H -7.81 1.45 0.69
C -3.30 0.58 -0.23
O -8.56 -1.13 0.66
H -0.68 -1.53 1.14
H 3.92 1.57 3.90
H 7.46 5.37 2.74
P -6.34 3.01 2.25
H -3.67 2.68 1.71
O 0.78 -2.69 1.98
C -0.51 -9.84 -1.65
O 3.51 -3.95 -2.26
H 8.41 2.05 2.79
C -4.41 4.37 -2.22
C -6.60 3.18 -1.92
H -7.13 1.91 3.93
C 1.02 -9.74 -1.58
C 5.61 -6.31 -2.83
H 0.70 2.94 2.37
C -0.41 -1.70 -1.26
N 4.33 0.28 1.64
C -3.19 5.21 -1.72
P -6.11 5.36 -0.24
H -1.23 -8.71 0.07
N -8.93 4.71 -2.31
H 1.57 -1.11 -0.73
H 3.90 3.68 1.39
C 5.15 -5.67 -1.52
C 0.86 -1.85 -0.36
C -3.02 6.48 -2.62
C 3.70 -5.17 -1.55
C -0.29 -2.96 2.86
H 10.57 2.64 2.07
C 1.77 2.81 2.53
H 3.02 -5.94 -1.94
C 1.51 -7.96 -0.05
C 8.61 3.12 2.76
H 2.20 3.77 2.82
C -2.57 -0.36 -1.26
C -6.94 0.12 -0.56
H -6.91 5.47 -3.41
C -7.65 2.50 -1.03
C -4.01 1.68 -1.05
H 0.56 -7.49 0.18
H 5.20 -6.44 -0.75
H -0.66 -2.05 3.35
H -4.64 1.18 -1.79
C -1.20 -9.73 -0.30
H -7.45 5.04 0.06
H -0.75 -10.83 -2.06
O 7.91 3.66 3.86
H 0.03 -3.65 3.64
H 5.67 1.86 1.42
H 5.84 -4.24 -0.24
C 3.40 -4.08 -3.66
H 5.67 1.45 3.76
H 4.38 -4.03 -4.13
O -7.92 3.44 1.99
H -3.21 2.17 -1.61
F -6.52 -1.22 1.37
H 1.72 -8.77 0.66
H 2.29 -7.21 0.04
H -0.69 -10.35 0.45
P -7.59 4.30 -3.03
H -5.50 5.58 1.01
N 10.69 2.96 4.13
H 10.16 3.47 4.83
H 2.81 -3.24 -4.03
C 10.14 3.31 2.81
C -5.40 3.86 -1.13
H 6.75 5.26 4.37
N 6.09 -4.60 -1.16
O 1.52 -8.42 -1.39
C 3.70 2.63 1.13
H 5.91 -3.81 -1.78
H -0.69 0.23 -2.09
H -3.29 5.55 -0.69
H -0.66 0.30 -0.32
H -1.94 3.53 -2.48
H 6.52 -6.87 -2.67
H 8.19 3.49 1.82
H -3.83 4.35 1.01
H 3.35 0.18 1.88
H -6.16 2.40 -2.55
H -7.89 3.53 -4.19
H 4.88 3.02 3.56
H 1.90 2.09 3.34
H -2.90 -0.09 -2.26
H -8.97 5.72 -2.26
H -2.23 -10.07 -0.37
H -2.55 0.95 0.46
H -0.71 -7.93 -2.27
H 1.43 -10.07 -2.54
N -7.09 1.54 -0.03
H -8.32 1.95 -1.69
H -2.93 -1.38 -1.10
H -2.75 3.17 0.33
H 4.35 0.09 0.64
C -5.84 2.01 0.69
H -2.50 7.27 -2.08
H -0.69 -8.97 -3.49
H -4.03 3.57 -2.85
H 5.82 -5.56 -3.60
H -8.20 4.06 2.69
H 3.87 2.54 0.06
C 10.59 4.73 2.45
C -4.80 2.73 -0.20
H -1.38 4.21 -0.89
H -5.41 1.11 1.15
H -7.56 -0.06 -1.43
C 0.42 -1.63 1.10
H -1.14 -3.41 2.33
H -8.30 3.19 -0.50
C 7.65 5.05 3.77
S -6.12 7.04 -1.23
C -3.73 3.29 0.81
H 4.85 -6.99 -3.21
H 1.19 -2.89 -0.51
```